Entry 1:
{"formula": "C14H15IrN9O2S2SbSe5", "method": "ωB97M-V with the def2-TZVPD basis set", "species": ["Ir", "Se", "Sb", "Se", "Se", "Se", "N", "C", "C", "C", "C", "C", "C", "S", "O", "O", "N", "C", "N", "C", "C", "C", "N", "H", "H", "H", "H", "H", "H", "H", "H", "H", "C", "C", "N", "N", "C", "S", "N", "N", "H", "H", "H", "H", "H", "H", "Se", "C", "N"], "xyz": [[-1.7907, -0.1506, 2.1761], [-6.6156, 1.3490, 4.7390], [-4.9656, -0.3711, 4.4972], [-2.1223, 0.3433, 4.6229], [-4.1817, -0.2576, 1.9579], [-5.6613, -2.6504, 4.7246], [3.4054, 0.4423, -4.4581], [3.1080, 0.3659, -3.0961], [2.2915, 1.3270, -2.4974], [1.9905, 1.2441, -1.1493], [2.4785, 0.1893, -0.3866], [3.2696, -0.7817, -0.9777], [3.5805, -0.6957, -2.3252], [2.0538, 0.1449, 1.3392], [2.9553, -0.7499, 2.0104], [1.9859, 1.5181, 1.7417], [0.5118, -0.4080, 1.3345], [0.3380, -1.7471, 1.1922], [1.1811, -2.5570, 0.5303], [0.8038, -3.8111, 0.3580], [-0.4156, -4.3191, 0.7935], [-1.2270, -3.4316, 1.4698], [-0.8542, -2.1792, 1.6933], [3.3332, 1.3607, -4.8632], [4.2362, -0.0471, -4.7460], [1.9105, 2.1538, -3.0881], [1.3938, 2.0105, -0.6679], [3.6318, -1.6008, -0.3729], [4.2014, -1.4549, -2.7874], [1.5051, -4.4468, -0.1759], [-0.7097, -5.3434, 0.6256], [-2.1933, -3.7165, 1.8727], [-1.2630, 1.0095, -3.4492], [-1.4200, 1.8930, -2.2707], [-1.4331, 3.1853, -2.2815], [-1.5516, 3.5260, -0.9566], [-1.6193, 2.4786, -0.1155], [-1.6880, 2.5113, 1.5480], [-1.5406, 1.4175, -0.9837], [-1.6191, 0.1054, -0.5699], [-1.1733, 1.6270, -4.3391], [-2.1215, 0.3460, -3.5631], [-0.3648, 0.3976, -3.3462], [-1.6396, 4.4874, -0.6813], [-2.3767, -0.3930, -1.0188], [-0.7278, -0.3633, -0.6943], [0.2942, 0.6794, 4.6171], [0.3813, 2.2084, 5.6800], [0.4342, 3.1547, 6.3376]], "atomic_forces_ev_per_a": [[-0.7, 0.6, 0.7], [0.1, 0.1, 0.0], [-0.6, -0.1, -0.3], [1.2, 0.0, -0.6], [-0.3, -0.2, -0.2], [0.1, -0.1, 0.0], [-0.1, -0.1, 0.0], [0.0, 0.0, 0.0], [0.0, 0.0, 0.0], [0.0, 0.0, 0.0], [0.0, 0.1, 0.0], [0.0, 0.0, 0.0], [0.0, 0.0, 0.0], [-0.4, 0.1, -0.5], [0.0, 0.0, 0.0], [0.0, 0.2, 0.1], [0.6, -0.8, 0.4], [-0.1, 0.0, -0.1], [0.1, 0.0, 0.0], [-0.1, -0.1, 0.0], [0.1, 0.0, 0.0], [-0.2, 0.0, 0.2], [0.2, 0.5, -0.4], [0.0, 0.0, 0.0], [0.0, 0.0, 0.0], [0.0, 0.0, 0.0], [0.0, 0.0, 0.0], [0.0, 0.0, 0.0], [0.0, 0.0, 0.0], [0.0, 0.0, 0.0], [0.0, 0.0, 0.0], [0.0, 0.0, 0.0], [0.0, 0.0, 0.0], [0.1, 0.1, -0.1], [0.0, -0.1, 0.1], [-0.1, 0.1, 0.0], [0.2, 0.1, 0.1], [0.0, -0.4, -0.1], [-0.2, -0.1, 0.1], [0.1, -0.3, -0.1], [0.0, 0.0, 0.0], [0.0, 0.0, 0.0], [0.0, 0.0, 0.0], [0.1, 0.0, 0.0], [-0.1, 0.1, 0.0], [0.1, 0.1, 0.1], [0.0, 0.5, 0.5], [-0.1, -0.4, -0.1], [0.0, 0.0, 0.0]], "lowdin_charge": [0.42, -0.21, -0.17, -0.01, -0.01, -0.23, 0.09, -0.33, -0.05, -0.07, -0.29, -0.06, -0.03, 0.55, -0.30, -0.34, -0.19, -0.51, 0.13, -0.12, -0.06, -0.12, -0.03, 0.08, 0.08, 0.11, 0.11, 0.11, 0.11, 0.11, 0.09, 0.12, 0.00, -0.35, 0.12, 0.02, -0.76, 0.64, -0.09, 0.07, 0.09, 0.08, 0.08, 0.15, 0.11, 0.09, 0.50, -0.75, 0.03], "total_charge": -1, "spin_multiplicity": 6, "e_tot_ha": -14333.93607, "orbital_gap_ev": [5.942, 5.083], "s_squared": 8.798, "e_above_lowest_ev": 1.237}

Entry 2:
{"formula": "C14H15N3", "method": "ωB97M-V with the def2-TZVPD basis set", "species": ["N", "C", "C", "C", "C", "H", "H", "H", "H", "H", "N", "C", "C", "C", "C", "C", "H", "H", "H", "H", "H", "N", "C", "C", "C", "C", "C", "H", "H", "H", "H", "H"], "xyz": [[3.6969, -0.3429, -4.5248], [3.3357, 0.6902, -3.7135], [2.0153, 0.4366, -3.3733], [1.6079, -0.7418, -3.9871], [2.6862, -1.2554, -4.6931], [4.5956, -0.4202, -4.9719], [4.0487, 1.4029, -3.3448], [1.3862, 1.0819, -2.7777], [0.6040, -1.1365, -4.0166], [2.7716, -2.0517, -5.4087], [-2.6904, 0.1612, 4.9991], [-1.6170, 0.3619, 4.2250], [-0.6988, -0.6010, 3.8446], [-0.9070, -1.8842, 4.3215], [-1.9362, -2.1216, 5.2164], [-2.7901, -1.0734, 5.5234], [-1.5688, 1.3793, 3.8457], [0.0808, -0.3454, 3.1460], [-0.3730, -2.6925, 3.8325], [-2.1129, -3.1233, 5.5815], [-3.6467, -1.2234, 6.1696], [-0.9622, -0.3054, -0.4343], [-0.1550, 0.5386, 0.2266], [0.1071, 1.8357, -0.1865], [-0.6158, 2.3616, -1.2644], [-1.5266, 1.5272, -1.8814], [-1.6055, 0.1994, -1.4779], [0.3956, 0.1151, 1.0548], [0.8442, 2.4604, 0.2989], [-0.5028, 3.3873, -1.5861], [-2.1327, 1.8501, -2.7179], [-2.3343, -0.4708, -1.9256]], "atomic_forces_ev_per_a": [[0.9, -0.5, -0.4], [-1.0, -0.9, 0.2], [0.4, 1.3, 0.5], [-0.1, -1.1, -0.9], [-0.4, 1.3, 0.2], [-0.1, 0.0, 0.1], [0.0, 0.2, -0.2], [0.1, -0.1, 0.1], [0.1, -0.1, 0.2], [0.0, -0.2, 0.1], [0.8, -0.9, 0.3], [-0.6, 0.9, 0.0], [-0.5, 0.1, 0.3], [0.1, -0.1, -0.8], [0.0, 0.0, -0.2], [-0.3, 0.5, -0.1], [0.3, -0.1, -0.1], [0.1, -0.1, 0.0], [0.3, -0.1, 0.6], [-0.1, 0.0, 0.1], [0.0, -0.1, 0.1], [0.3, 0.5, 0.4], [0.5, -0.3, -0.7], [-0.4, 0.5, -0.4], [0.0, -0.5, 0.5], [0.1, -0.2, -0.5], [-0.7, 0.0, 0.4], [0.0, 0.0, 0.1], [0.0, -0.1, 0.2], [0.1, 0.0, 0.0], [0.0, 0.1, 0.0], [0.2, 0.0, -0.3]], "lowdin_charge": [-0.02, -0.12, -0.12, -0.12, -0.12, 0.14, 0.10, 0.07, 0.09, 0.10, 0.05, -0.16, -0.07, -0.08, -0.08, -0.15, 0.10, 0.08, 0.11, 0.10, 0.10, 0.07, -0.15, -0.08, -0.09, -0.08, -0.16, 0.08, 0.10, 0.11, 0.10, 0.10], "smiles": "c1cc[nH]c1.c1ccncc1.c1ccncc1", "e_tot_ha": -706.70719, "orbital_gap_ev": 9.096, "e_above_lowest_ev": 0.571}

Entry 3:
{"formula": "C14H15N5O6S2", "method": "ωB97M-V with the def2-TZVPD basis set", "species": ["O", "O", "O", "N", "N", "O", "O", "O", "S", "S", "C", "C", "C", "C", "C", "C", "C", "C", "C", "N", "N", "N", "C", "C", "C", "C", "C", "H", "H", "H", "H", "H", "H", "H", "H", "H", "H", "H", "H", "H", "H", "H"], "xyz": [[0.6439, -5.2130, -2.5808], [2.1763, 1.7904, 0.7936], [2.1566, -1.0707, -2.7289], [-1.7521, 2.6352, -0.6245], [0.5071, 3.9037, 1.9871], [1.2601, 1.0087, -2.8220], [1.7989, 3.7907, 2.5997], [-0.3186, -6.2378, -0.7398], [-3.7534, 4.0151, 0.4284], [0.1326, -1.6610, 1.4940], [0.1723, -5.1944, -1.4379], [0.9706, 1.9447, 0.5682], [1.5560, -0.1507, -2.1719], [-3.0065, 2.9671, -0.7301], [-2.1863, 3.9831, 1.2313], [-1.2706, 3.1978, 0.5639], [0.2778, -4.0151, -0.5993], [-0.3380, -4.3508, 0.5835], [0.1263, 3.0323, 1.0633], [-3.6335, 2.2762, -1.7564], [0.8755, -2.7639, -0.8347], [0.4255, 0.9168, -0.2034], [2.8021, 4.5608, 1.9565], [-0.7511, -5.7695, 0.5485], [-0.4899, -3.3850, 1.7760], [0.3051, -1.4985, -0.3405], [1.1543, -0.2682, -0.6911], [1.6562, 0.9279, -3.6855], [-1.9695, 4.5026, 2.1569], [-2.9721, 1.9376, -2.4201], [-4.5570, 2.5400, -2.0662], [1.4317, -2.7015, -1.7010], [-0.5017, 1.1222, -0.5961], [2.7369, 4.4677, 0.8876], [3.7690, 4.1841, 2.2523], [2.7465, 5.6394, 2.1473], [-0.2607, -6.3702, 1.2859], [-1.8606, -5.8605, 0.6497], [-1.5617, -3.3206, 2.0677], [0.0827, -3.7550, 2.6498], [-0.6835, -1.3455, -0.8016], [2.1030, -0.4121, -0.1591]], "atomic_forces_ev_per_a": [[-1.5, -0.8, 2.0], [-1.0, 1.4, 0.5], [-1.0, 1.7, 0.8], [0.4, 1.0, 2.0], [-0.1, -0.8, -1.5], [-0.2, -0.8, 1.7], [-1.1, -0.7, -0.4], [-0.5, 0.2, -0.4], [1.7, -0.6, 0.1], [0.0, 0.2, 0.0], [2.7, 0.6, -3.1], [3.4, -3.9, -1.5], [0.8, -1.4, -1.1], [-0.2, -1.8, -2.1], [0.6, -0.4, 0.0], [-1.0, 1.3, 0.5], [-1.4, 1.4, 3.7], [1.2, 2.3, -0.4], [0.5, 2.1, 1.9], [-1.2, 1.1, 0.9], [0.4, -0.6, -1.5], [-1.3, 0.8, 0.1], [-0.3, 0.6, -0.6], [-1.1, 0.4, -0.5], [-0.3, -0.6, -0.8], [-0.6, -2.0, -0.6], [-0.1, 1.1, 0.7], [0.3, -0.1, -0.8], [-0.3, 0.0, -0.2], [0.1, -0.2, -0.5], [0.3, 0.0, -0.1], [-0.6, 0.0, 0.6], [0.5, -0.4, 0.1], [0.0, -0.3, -0.6], [0.1, -0.3, 0.4], [-0.2, -0.1, 0.5], [0.2, -0.4, 0.6], [0.8, -0.3, -0.2], [0.7, 0.0, -0.1], [-0.3, 0.2, -0.4], [0.0, -0.1, 0.3], [-0.1, 0.5, 0.0]], "lowdin_charge": [0.10, 0.07, 0.09, 0.06, 0.14, 0.13, -0.17, 0.06, 1.05, 0.93, -0.41, -0.36, -0.39, -0.70, -0.33, -0.29, -0.14, -0.17, -0.10, 0.08, 0.04, 0.09, -0.10, -0.11, -0.38, -0.50, -0.22, 0.12, 0.07, 0.09, 0.09, 0.12, 0.11, 0.07, 0.09, 0.08, 0.13, 0.15, 0.08, 0.08, 0.13, 0.16], "smiles": "CO/N=C(\\C(=O)N[C@H](C(=O)O)[C@H]1NC2=C(COC2=O)CS1)c1csc(N)n1", "e_tot_ha": -2064.00934, "orbital_gap_ev": 7.897, "e_above_lowest_ev": 0.000}